Here is an isolated molecule of C6H9Br from the OMol25 dataset. Energies are from ωB97M-V/def2-TZVPD.

```
! RIJCOSX wB97M-V def2-TZVPD def2/J DEFGRID3
* xyz 0 3
C 1.199 -1.870 0.254
C -1.911 0.335 -1.121
C 0.703 -0.950 -0.563
C -0.804 1.006 -0.276
C 1.267 0.903 1.038
C 0.297 0.366 0.080
Br -3.571 0.720 -0.084
H 1.512 -2.840 -0.093
H 1.078 -1.789 1.361
H -1.860 0.716 -2.106
H -2.004 -0.751 -0.927
H 0.621 -1.060 -1.634
H -1.057 1.977 0.179
H 0.933 0.729 2.161
H 1.257 1.939 0.855
H 2.340 0.567 0.875
*
```

**E_LUMO (spin up / spin down)**: 1.0 / -2.5 eV
**HOMO-LUMO gap (spin up / spin down)**: 6.19 / 7.42 eV
**E**: -2807.8160 a.u.
**Max |F|**: 10.86 eV Å⁻¹
**ΔE to the lowest compared entry with this formula, charge and spin**: 17.4 kcal/mol

Results of the natural (NBO) charge analysis, in e, for atoms 1 through 6:
1. C -0.399
2. C -0.465
3. C -0.271
4. C -0.109
5. C -0.655
6. C 0.016

Here is an isolated ion of composition C6H9BrN3 and charge +1 from the OMol25 dataset. Energies are from ωB97M-V/def2-TZVPD.

```
! RIJCOSX wB97M-V def2-TZVPD def2/J DEFGRID3
* xyz 1 1
C -1.341 2.638 0.025
C -0.693 1.291 0.064
C 0.744 1.303 0.124
C 1.493 0.191 0.108
N 1.018 -1.076 0.038
N 1.944 -2.145 -0.073
C -0.267 -1.354 0.007
N -0.847 -2.517 0.113
C -1.344 0.100 0.111
Br -3.196 -0.360 -0.057
H -2.409 2.679 0.023
H -0.669 3.402 0.662
H -1.175 3.006 -0.977
H 1.271 2.253 0.242
H 2.641 0.316 0.000
H 2.552 -1.964 0.801
H 2.524 -2.125 -0.878
H -1.886 -2.300 0.106
H -0.360 -3.337 -0.439
*
```

**E_LUMO**: -3.5 eV
**HOMO-LUMO gap**: 9.36 eV
**E**: -2971.9757 a.u.
**Max |F|**: 5.80 eV Å⁻¹
**ΔE to the lowest compared entry with this formula, charge and spin**: 1.7 kcal/mol

Results of the natural (NBO) charge analysis, in e, for atoms 1 through 6:
1. C -0.651
2. C -0.045
3. C -0.232
4. C 0.017
5. N -0.240
6. N -0.638

Here is a 2-piece molecular cluster, C6H9Cl overall from the OMol25 dataset. Energies are from ωB97M-V/def2-TZVPD.

```
! RIJCOSX wB97M-V def2-TZVPD def2/J DEFGRID3
* xyz 0 3
C 0.999 -1.352 0.769
C 0.277 -0.192 0.410
C -1.647 -0.487 -1.462
C -1.377 0.959 -1.348
C -0.775 -0.023 -0.432
C 0.890 1.122 0.913
Cl 1.938 -2.062 3.100
H 2.027 -1.163 1.002
H 0.848 -2.334 0.465
H -2.586 -0.850 -1.050
H -1.168 -0.961 -2.197
H -0.672 1.437 -2.210
H -2.057 1.590 -0.996
H 1.324 1.146 1.835
H 1.781 1.165 0.283
H 0.198 2.006 0.920
*
```

**E_LUMO (spin up / spin down)**: 1.0 / -3.5 eV
**HOMO-LUMO gap (spin up / spin down)**: 8.56 / 6.20 eV
**E**: -693.9756 a.u.
**Max |F|**: 5.47 eV Å⁻¹
**ΔE to the lowest compared entry with this formula, charge and spin**: 23.7 kcal/mol

Results of the natural (NBO) charge analysis, in e, for atoms 1 through 6:
1. C -0.381
2. C -0.037
3. C -0.444
4. C -0.425
5. C 0.084
6. C -0.633

Here is C6H9Cl2FeO3PYb as an isolated structure from the OMol25 dataset. Energies are from ωB97M-V/def2-TZVPD.

```
! RIJCOSX wB97M-V def2-TZVPD def2/J DEFGRID3
* xyz 4 7
Yb 0.158 -0.697 -5.144
Fe 0.587 -0.909 0.626
Cl -0.898 1.374 -5.145
Cl 1.286 -1.907 -1.197
C -0.343 -2.254 1.456
C -0.451 -0.137 -7.640
C 0.247 -2.195 -7.218
O -1.291 -2.515 2.121
O -0.623 -0.268 -8.776
O 0.270 -2.796 -8.224
C 0.782 2.225 2.111
P 0.137 0.534 2.318
C 0.948 -0.204 3.761
C -1.497 0.728 3.074
H 1.818 2.207 1.721
H 0.784 2.813 3.041
H 0.197 2.776 1.350
H 0.791 0.353 4.709
H 0.624 -1.251 3.884
H 1.999 -0.215 3.497
H -1.396 1.273 4.029
H -2.117 1.302 2.393
H -2.011 -0.236 3.254
*
```

**E_LUMO (spin up / spin down)**: -15.2 / -17.8 eV
**HOMO-LUMO gap (spin up / spin down)**: 8.89 / 6.40 eV
**E**: -4142.0417 a.u.
**Max |F|**: 12.60 eV Å⁻¹
**ΔE to the lowest compared entry with this formula, charge and spin**: 47.0 kcal/mol

Results of the natural (NBO) charge analysis, in e, for atoms 1 through 6:
1. Yb 2.191
2. Fe 1.507
3. Cl -0.442
4. Cl -0.387
5. C 0.361
6. C 0.402

Look up the max |F| of the third one.
5.47 eV Å⁻¹

Number 4 is which compound?
C6H9Cl2FeO3PYb

The highest E belongs to which entry?
C6H9Cl

Please write out number 1 again, unchanged.
Here is an isolated molecule of C6H9Br from the OMol25 dataset. Energies are from ωB97M-V/def2-TZVPD.

```
! RIJCOSX wB97M-V def2-TZVPD def2/J DEFGRID3
* xyz 0 3
C 1.199 -1.870 0.254
C -1.911 0.335 -1.121
C 0.703 -0.950 -0.563
C -0.804 1.006 -0.276
C 1.267 0.903 1.038
C 0.297 0.366 0.080
Br -3.571 0.720 -0.084
H 1.512 -2.840 -0.093
H 1.078 -1.789 1.361
H -1.860 0.716 -2.106
H -2.004 -0.751 -0.927
H 0.621 -1.060 -1.634
H -1.057 1.977 0.179
H 0.933 0.729 2.161
H 1.257 1.939 0.855
H 2.340 0.567 0.875
*
```

**E_LUMO (spin up / spin down)**: 1.0 / -2.5 eV
**HOMO-LUMO gap (spin up / spin down)**: 6.19 / 7.42 eV
**E**: -2807.8160 a.u.
**Max |F|**: 10.86 eV Å⁻¹
**ΔE to the lowest compared entry with this formula, charge and spin**: 17.4 kcal/mol

Results of the natural (NBO) charge analysis, in e, for atoms 1 through 6:
1. C -0.399
2. C -0.465
3. C -0.271
4. C -0.109
5. C -0.655
6. C 0.016